Entry 1:
126
Properties=species:S:1:pos:R:3:forces:R:3:mulliken_charge:R:1 method="wB97M-V/def2-TZVPD" energy_ha=-3216.30237 charge=0 gap_ev=9.449 e_homo_ev=-10.08 relative_energy_ev=0.443
C -4.8622 2.3153 -0.6954 -0.4 -0.4 -0.4 -0.304
O -4.4221 3.6375 -0.4733 0.2 0.2 0.2 -0.469
H -4.1676 1.7252 -1.3028 0.2 0.1 0.3 -0.039
H -5.0183 1.8588 0.2807 0.2 0.0 0.0 0.119
H -5.8258 2.2600 -1.2132 0.0 0.3 0.0 0.419
H -4.3705 4.1515 -1.2835 -0.1 -0.2 -0.1 0.254
C 1.9304 -2.0495 3.9438 -0.8 0.0 0.7 -0.464
O 0.6297 -1.7605 4.4977 -0.2 -0.4 -0.3 -0.516
H 1.8831 -1.7805 2.8898 0.7 0.1 0.0 0.083
H 2.5881 -1.4584 4.5817 0.4 0.0 -0.6 0.137
H 2.1950 -3.1057 4.0672 -0.1 0.1 -0.1 0.448
H 0.0043 -2.1672 3.8860 -0.1 0.2 0.1 0.233
C 5.2988 -3.4225 -0.8083 -0.5 -0.4 -0.7 -0.160
O 6.3832 -3.8489 -1.6198 0.6 0.1 0.4 -0.551
H 4.6155 -2.8253 -1.4132 -0.1 0.2 0.3 0.127
H 4.7342 -4.2651 -0.3976 0.0 0.0 0.0 0.248
H 5.6695 -2.8383 0.0231 0.2 0.2 0.0 0.031
H 6.0897 -4.4471 -2.3083 -0.3 0.0 0.0 0.292
C -2.5290 -2.7661 4.1916 -0.2 -0.1 0.2 -0.838
O -2.3675 -2.0236 2.9824 0.1 -0.1 0.0 -0.394
H -2.2101 -3.7837 3.9663 0.0 0.0 0.1 0.305
H -1.9226 -2.3753 5.0118 0.1 0.0 -0.1 0.306
H -3.5712 -2.7936 4.5169 0.0 0.0 -0.1 0.298
H -2.7502 -1.1471 3.0762 0.0 0.0 0.1 0.186
C -1.3873 -4.8315 0.7271 -0.3 -0.8 1.1 -0.930
O -1.0318 -3.4815 0.8812 0.0 0.4 -0.4 -0.097
H -2.4156 -5.0360 0.4024 0.0 0.5 -0.4 0.300
H -0.6931 -5.3320 0.0566 0.1 0.2 -0.1 0.341
H -1.3475 -5.3496 1.6944 0.3 -0.1 -0.1 0.320
H -1.4220 -3.1072 1.6844 -0.1 0.0 -0.2 0.091
C -2.9534 1.1136 -3.6060 0.3 -0.9 0.3 -0.819
O -2.3033 0.2184 -2.6917 -0.2 0.2 0.4 0.628
H -2.6786 2.1513 -3.4091 0.1 0.0 -0.1 0.115
H -2.6143 0.7895 -4.5898 -0.2 0.4 -0.2 0.219
H -4.0374 1.0137 -3.5197 0.0 0.0 -0.2 0.432
H -2.9656 -0.2017 -2.1076 0.2 0.1 -0.3 -0.129
C -3.9288 -1.2968 0.2740 0.2 -0.9 -0.2 0.104
O -4.0780 -1.2140 -1.1441 -0.1 0.8 -0.2 -0.776
H -3.1206 -2.0074 0.4794 -0.1 0.2 0.3 -0.080
H -3.6633 -0.3159 0.6620 0.0 0.1 -0.2 -0.246
H -4.8570 -1.6348 0.7384 0.1 0.1 0.1 0.582
H -4.5192 -1.9816 -1.5092 -0.1 -0.2 0.2 0.258
C -3.7160 3.2365 2.9451 0.0 0.5 0.3 -0.394
O -3.8178 4.4730 2.2602 -0.1 -0.4 -0.2 -0.539
H -2.8467 2.6574 2.6089 0.0 -0.1 0.0 -0.109
H -3.5867 3.4786 3.9996 0.1 -0.1 0.0 0.317
H -4.6324 2.6427 2.8571 0.0 -0.1 -0.1 0.362
H -4.0789 4.2612 1.3533 0.0 0.2 0.0 0.291
C 1.8148 1.4264 3.5081 0.1 -0.1 -0.7 -1.087
C 0.3353 1.5696 3.8288 1.3 0.1 0.4 1.766
C 0.1090 1.4454 5.3300 -0.1 -0.2 0.3 -0.242
O -0.5838 2.6403 5.6745 -0.4 0.3 -0.5 -0.399
C -0.6007 3.4930 4.5973 0.1 -0.3 0.8 0.439
O -1.0244 4.5947 4.6172 -0.3 0.4 0.2 -0.513
O -0.0445 2.9171 3.5299 -0.1 -0.4 -0.4 -0.308
H 2.1706 0.4217 3.7142 -0.1 0.0 0.1 -0.322
H 2.4093 2.1322 4.0897 -0.2 0.0 0.2 0.670
H 2.0598 1.6387 2.4651 -0.3 -0.1 -0.1 0.313
H -0.3332 0.8844 3.3143 0.2 0.0 -0.3 -0.841
H 1.0122 1.4104 5.9425 0.1 0.0 -0.3 0.204
H -0.4621 0.5395 5.5378 -0.2 0.3 0.2 0.299
C -0.9293 0.8103 0.5767 -1.0 -0.9 -0.1 0.554
C -0.0982 -0.2343 -0.1578 0.8 1.6 0.9 1.056
C 0.7017 0.3508 -1.3251 -1.6 -0.4 0.0 0.691
O 1.9925 -0.2314 -1.1771 -0.2 -0.2 -1.0 -0.349
C 2.0635 -0.8687 -0.0040 0.6 0.8 0.6 0.109
O 3.0076 -1.4925 0.3749 -0.3 -0.1 0.0 -0.563
O 0.9862 -0.5454 0.7433 -0.2 -1.3 0.3 0.441
H -1.4067 0.3683 1.4562 0.2 -0.1 0.1 -0.718
H -1.7818 1.1082 -0.0398 0.2 0.3 -0.2 -0.517
H -0.3455 1.6631 0.9179 0.1 0.0 -0.2 0.432
H -0.6265 -1.1497 -0.4302 -0.1 0.0 0.2 -0.820
H 0.6962 1.4396 -1.2957 0.6 0.0 0.0 -0.211
H 0.1555 0.0340 -2.2119 0.7 0.0 -0.4 -0.190
C -1.6154 5.9611 -0.1564 -0.1 0.5 0.6 -1.620
C -0.9794 4.5837 -0.1313 -0.6 0.4 -0.6 1.354
C -1.1096 3.8456 -1.4815 0.7 0.3 0.8 0.827
O 0.2214 3.8784 -2.0040 -0.3 -0.3 -0.5 -0.418
C 1.0792 4.3256 -1.0774 0.7 0.2 0.6 0.578
O 2.2613 4.3489 -1.1977 0.0 0.0 -0.2 -0.547
O 0.4346 4.7346 0.0334 -0.2 -0.4 0.0 -0.414
H -1.5337 6.4698 -1.1195 0.2 -0.2 -0.1 0.423
H -1.1201 6.6008 0.5760 0.0 -0.1 0.0 0.385
H -2.6684 5.9752 0.1295 0.0 -0.4 0.0 0.329
H -1.3935 3.9335 0.6380 0.2 0.3 0.4 -0.285
H -1.7551 4.4065 -2.1517 -0.2 -0.4 -0.2 0.427
H -1.3660 2.8067 -1.2817 -0.4 0.0 -0.6 -0.950
C -2.0986 -3.7545 -2.4178 0.5 0.2 0.3 -0.688
C -2.3108 -3.9974 -3.9085 -0.4 -0.1 1.1 0.420
C -3.1831 -2.9970 -4.6325 -0.3 0.3 -0.6 -0.203
O -2.2840 -2.2934 -5.5015 0.0 0.3 0.4 -0.372
C -1.0843 -2.9085 -5.4854 -0.4 -0.2 -0.1 0.664
O -0.1748 -2.6580 -6.1998 0.3 0.4 -0.2 -0.526
O -1.0680 -3.8916 -4.5753 0.3 -0.6 0.0 -0.405
H -1.5379 -4.5721 -1.9681 -0.2 -0.2 -0.2 0.339
H -3.0211 -3.6315 -1.8476 -0.1 -0.2 -0.2 0.174
H -1.4815 -2.8807 -2.1931 -0.2 0.2 -0.4 -0.056
H -2.7571 -4.9873 -4.0225 0.4 -0.2 -0.2 0.315
H -3.6955 -2.3351 -3.9373 0.1 0.4 -0.2 -0.002
H -3.9088 -3.4573 -5.3015 -0.2 -0.2 0.2 0.303
C 5.4023 -1.8906 3.4597 0.1 -0.4 0.0 -1.210
C 6.0509 -0.5466 3.1717 -0.4 -0.1 0.5 0.648
C 5.2618 0.6100 3.8311 -0.4 -0.9 0.0 0.084
O 6.1840 1.1996 4.7289 -0.8 1.0 -0.2 -0.411
C 7.3336 0.5421 4.7395 0.8 -0.5 0.0 0.578
O 8.2543 0.8107 5.4413 0.1 -0.1 0.0 -0.542
O 7.3106 -0.4806 3.8538 0.1 0.0 -0.2 -0.406
H 6.0378 -2.7579 3.2759 0.3 0.3 -0.3 0.409
H 4.5021 -2.0477 2.8640 -0.1 0.2 0.0 0.054
H 5.1631 -1.9508 4.5239 -0.2 0.1 0.0 0.441
H 6.1890 -0.3579 2.1082 0.2 -0.1 0.0 0.274
H 4.4484 0.2098 4.4394 -0.1 0.0 -0.1 -0.077
H 4.8297 1.2948 3.1043 0.4 0.4 0.1 0.213
C 0.8151 0.6397 -4.8963 -0.1 -1.0 0.7 -0.930
C 2.0900 0.1937 -5.5699 0.3 0.5 -0.1 0.465
C 1.8897 -0.6258 -6.8355 -0.9 0.0 0.0 -0.398
O 2.7349 -0.0111 -7.7955 0.1 -0.8 -0.4 -0.365
C 3.2000 1.1497 -7.3364 0.0 0.3 0.4 0.586
O 3.8869 1.8890 -7.9608 0.1 0.2 0.0 -0.558
O 2.7682 1.3581 -6.0699 0.3 0.3 -0.1 -0.372
H 0.1485 1.1419 -5.5938 0.1 0.2 0.0 0.399
H 0.9900 1.2138 -3.9884 0.2 0.5 -0.3 0.172
H 0.3054 -0.2552 -4.5181 -0.1 0.0 -0.3 0.065
H 2.7939 -0.3166 -4.9057 -0.2 0.1 0.2 0.295
H 0.8590 -0.5407 -7.1867 0.1 -0.1 0.0 0.314
H 2.1148 -1.6785 -6.6934 0.2 0.0 -0.2 0.343

***

Entry 2:
8
Properties=species:S:1:pos:R:3:forces:R:3:nbo_charge:R:1 method="wB97M-V/def2-TZVPD" energy_ha=-457.63029 charge=0 gap_ev=8.956 e_homo_ev=-9.45 relative_energy_ev=1.385 smiles="[H][H].CP=O"
C 0.1314 -1.3641 -0.3047 0.0 0.3 2.3 -1.091
O -0.8862 1.0379 -0.3928 0.1 1.1 -0.1 -0.994
P -1.3830 -0.3346 -0.4202 -0.5 -1.4 -0.3 1.321
H 0.8724 -0.5205 -0.0926 -0.3 -1.6 -0.6 0.266
H 0.3392 -2.1063 -1.0932 0.1 0.5 0.3 0.259
H -0.0592 -1.9302 0.7131 0.5 0.8 -1.8 0.242
H 0.1328 2.5376 0.7181 0.4 0.1 0.1 0.030
H 0.8526 2.6800 0.8723 -0.2 0.1 0.1 -0.034

***

Entry 3:
20
Properties=species:S:1:pos:R:3:forces:R:3:nbo_charge:R:1 method="wB97M-V/def2-TZVPD" energy_ha=-323.80492 charge=+2 gap_ev=10.354 e_homo_ev=-18.66 relative_energy_ev=2.396
C 1.3812 -0.7309 1.0154 -2.9 2.1 -2.7 0.562
C -0.3189 -0.9220 -1.4102 0.1 -0.1 -0.3 -0.718
C -1.1058 0.9184 0.1845 0.2 -0.2 0.6 -0.295
C 0.0197 0.2282 -0.5364 2.3 -1.6 2.1 -0.040
N 2.2801 0.0240 1.5525 0.7 0.0 0.6 -0.750
N 1.1416 -1.9793 1.2350 0.3 -0.7 0.4 -0.752
N -1.8419 1.7995 -0.7873 -0.1 0.2 -0.3 -0.672
H -1.1356 -1.5233 -1.0189 -0.1 -0.1 0.1 0.237
H -0.6032 -0.5645 -2.4057 -0.1 0.0 0.0 0.269
H 0.5464 -1.5576 -1.5913 0.0 0.0 -0.1 0.277
H -0.7459 1.5472 0.9999 -0.1 0.0 -0.1 0.257
H -1.8165 0.1924 0.5851 0.0 0.2 -0.1 0.252
H 0.7989 0.8818 -0.9109 0.0 0.1 -0.1 0.228
H 2.4013 0.9964 1.3105 -0.1 -0.1 -0.1 0.442
H 2.9488 -0.3461 2.2273 0.0 0.1 -0.1 0.437
H 0.4207 -2.4887 0.7407 0.1 0.2 0.0 0.441
H 1.7002 -2.5237 1.8923 -0.1 0.0 -0.1 0.439
H -2.2501 1.2446 -1.5542 0.1 0.2 0.1 0.456
H -1.2065 2.4999 -1.2014 -0.3 -0.1 0.1 0.456
H -2.6145 2.3035 -0.3269 0.2 -0.1 -0.1 0.473